Entry 1:
The following is a quantum chemistry calculation of a molecular structure, C28H21ClN4OPbSSe, from the Open Molecules 2025 dataset.

Geometry (Å):
Pb1 0.222 0.007 -2.242
Cl1 -2.335 -6.524 -1.618
C1 -1.864 -4.914 -1.246
C2 -2.823 -3.976 -0.890
C3 -2.441 -2.679 -0.571
C4 -1.109 -2.324 -0.643
O1 -0.732 -1.031 -0.290
C5 -0.131 -3.255 -1.023
C6 1.292 -2.927 -1.125
N1 1.730 -1.775 -1.470
C7 3.116 -1.484 -1.586
C8 4.125 -2.411 -1.578
C9 5.474 -2.022 -1.686
C10 5.808 -0.704 -1.809
C11 4.793 0.280 -1.853
C12 5.078 1.655 -2.007
C13 4.057 2.563 -2.073
C14 2.742 2.091 -1.996
N2 2.438 0.817 -1.834
C15 3.442 -0.110 -1.755
C16 -0.523 -4.563 -1.297
H1 -3.864 -4.265 -0.847
H2 -3.172 -1.946 -0.258
H3 1.981 -3.744 -0.914
H4 3.908 -3.467 -1.496
H5 6.243 -2.781 -1.672
H6 6.842 -0.396 -1.887
H7 6.110 1.974 -2.077
H8 4.241 3.620 -2.199
H9 1.910 2.784 -2.070
H10 0.214 -5.308 -1.569
N3 -1.554 5.613 2.375
C17 -2.299 4.615 1.874
S1 -3.833 4.274 2.317
C18 -1.590 3.721 0.909
C19 -2.254 3.234 -0.213
C20 -1.610 2.331 -1.028
N4 -0.374 1.871 -0.774
C21 0.270 2.348 0.296
C22 -0.289 3.285 1.144
H11 -1.990 6.244 3.030
H12 -0.706 5.921 1.926
H13 -3.269 3.544 -0.420
H14 -2.114 1.933 -1.903
H15 1.260 1.955 0.486
H16 0.264 3.605 2.018
Se1 -0.145 -0.870 1.503
C23 -1.856 -0.731 2.273
C24 -2.534 0.491 2.237
C25 -3.802 0.579 2.780
C26 -4.381 -0.542 3.368
C27 -3.703 -1.753 3.412
C28 -2.436 -1.857 2.856
H17 -2.064 1.358 1.790
H18 -4.337 1.519 2.759
H19 -5.369 -0.467 3.802
H20 -4.159 -2.615 3.878
H21 -1.896 -2.794 2.885

For the energy, the calculation gives -131323.5419 eV. The total charge is +2.

Mulliken atomic charge list, values in e, 4 entries: 1.146, -0.158, -0.023, -0.796

Entry 2:
The following is a quantum chemistry calculation of a molecular structure, C28H21ClN6OPSTi, from the Open Molecules 2025 dataset.

Geometry (Å):
Ti1 -0.857 -1.121 -0.560
N1 -4.590 -2.282 -2.318
C1 -3.456 -2.280 -1.541
S1 -3.331 -1.013 -0.328
N2 -2.590 -3.223 -1.757
N3 -1.465 -3.087 -0.965
C2 -0.913 -4.170 -0.556
C3 0.194 -4.209 0.377
C4 0.859 -5.432 0.543
C5 1.867 -5.605 1.466
C6 2.212 -4.523 2.280
C7 1.565 -3.316 2.155
C8 0.543 -3.098 1.198
O1 -0.009 -1.921 1.123
H1 -5.061 -1.393 -2.348
H2 -4.469 -2.701 -3.231
H3 -1.324 -5.121 -0.895
H4 0.557 -6.264 -0.085
H5 2.371 -6.558 1.565
H6 2.996 -4.634 3.022
H7 1.824 -2.472 2.785
Cl1 1.863 -1.129 -1.276
C9 2.400 0.535 -1.260
C10 3.605 0.801 -1.891
C11 4.087 2.098 -1.930
C12 3.353 3.120 -1.343
C13 2.153 2.836 -0.717
C14 1.646 1.535 -0.650
P1 0.062 1.166 0.203
C15 -0.844 2.731 -0.041
C16 -1.631 2.828 -1.187
C17 -2.353 3.984 -1.439
C18 -2.314 5.042 -0.540
C19 -1.551 4.941 0.615
C20 -0.818 3.789 0.865
C21 0.529 1.211 1.967
C22 1.772 1.600 2.454
C23 2.037 1.553 3.818
C24 1.061 1.123 4.702
C25 -0.180 0.723 4.221
C26 -0.440 0.755 2.862
H8 4.151 -0.009 -2.354
H9 5.025 2.307 -2.428
H10 3.715 4.140 -1.381
H11 1.579 3.638 -0.272
H12 -1.682 1.984 -1.868
H13 -2.962 4.052 -2.331
H14 -2.889 5.939 -0.732
H15 -1.529 5.758 1.326
H16 -0.230 3.706 1.772
H17 2.544 1.931 1.771
H18 3.012 1.851 4.185
H19 1.270 1.084 5.764
H20 -0.938 0.361 4.904
H21 -1.389 0.395 2.479
N4 -0.920 -0.423 -2.693
C27 -1.386 -0.450 -3.763
N5 -1.828 -0.424 -4.975
C28 -2.959 -1.062 -5.233
N6 -3.944 -1.596 -5.535

The spin multiplicity is 3. As for the expectation value of S²: 2.009. For the energy, the calculation gives -96131.1200 eV. The total charge is -1.

Mulliken atomic charge list, values in e, 4 entries: 0.032, -0.503, 0.410, -0.576

The lowest energy belongs to which entry? C28H21ClN4OPbSSe

Among the records above, which one has the lowest total charge? C28H21ClN6OPSTi

What did the first record say?
The following is a quantum chemistry calculation of a molecular structure, C28H21ClN4OPbSSe, from the Open Molecules 2025 dataset.

Geometry (Å):
Pb1 0.222 0.007 -2.242
Cl1 -2.335 -6.524 -1.618
C1 -1.864 -4.914 -1.246
C2 -2.823 -3.976 -0.890
C3 -2.441 -2.679 -0.571
C4 -1.109 -2.324 -0.643
O1 -0.732 -1.031 -0.290
C5 -0.131 -3.255 -1.023
C6 1.292 -2.927 -1.125
N1 1.730 -1.775 -1.470
C7 3.116 -1.484 -1.586
C8 4.125 -2.411 -1.578
C9 5.474 -2.022 -1.686
C10 5.808 -0.704 -1.809
C11 4.793 0.280 -1.853
C12 5.078 1.655 -2.007
C13 4.057 2.563 -2.073
C14 2.742 2.091 -1.996
N2 2.438 0.817 -1.834
C15 3.442 -0.110 -1.755
C16 -0.523 -4.563 -1.297
H1 -3.864 -4.265 -0.847
H2 -3.172 -1.946 -0.258
H3 1.981 -3.744 -0.914
H4 3.908 -3.467 -1.496
H5 6.243 -2.781 -1.672
H6 6.842 -0.396 -1.887
H7 6.110 1.974 -2.077
H8 4.241 3.620 -2.199
H9 1.910 2.784 -2.070
H10 0.214 -5.308 -1.569
N3 -1.554 5.613 2.375
C17 -2.299 4.615 1.874
S1 -3.833 4.274 2.317
C18 -1.590 3.721 0.909
C19 -2.254 3.234 -0.213
C20 -1.610 2.331 -1.028
N4 -0.374 1.871 -0.774
C21 0.270 2.348 0.296
C22 -0.289 3.285 1.144
H11 -1.990 6.244 3.030
H12 -0.706 5.921 1.926
H13 -3.269 3.544 -0.420
H14 -2.114 1.933 -1.903
H15 1.260 1.955 0.486
H16 0.264 3.605 2.018
Se1 -0.145 -0.870 1.503
C23 -1.856 -0.731 2.273
C24 -2.534 0.491 2.237
C25 -3.802 0.579 2.780
C26 -4.381 -0.542 3.368
C27 -3.703 -1.753 3.412
C28 -2.436 -1.857 2.856
H17 -2.064 1.358 1.790
H18 -4.337 1.519 2.759
H19 -5.369 -0.467 3.802
H20 -4.159 -2.615 3.878
H21 -1.896 -2.794 2.885

For the energy, the calculation gives -131323.5419 eV. The total charge is +2.

Mulliken atomic charge list, values in e, 4 entries: 1.146, -0.158, -0.023, -0.796

Which of these has the highest energy? C28H21ClN6OPSTi